Model w:
Below is a cluster of 2 separate species, C3H11N2O in total, with properties calculated with ωB97M-V/def2-TZVPD.

Gap between HOMO and LUMO ... 10.68 eV
LUMO energy ... -3.30 eV
Total charge ... +1
HOMO level ... -0.514 Eh

Each line ends with the Löwdin charge.
Positions of all 17 atoms, in Å:
N1 1.436 0.470 1.855  0.036
C1 0.982 -0.861 2.098  -0.279
O1 -0.248 -1.247 1.387  -0.106
H1 1.883 0.567 0.949  0.068
H2 0.665 1.133 1.888  0.087
H3 1.728 -1.582 1.788  0.123
H4 0.789 -0.981 3.163  0.126
H5 -0.968 -1.204 2.028  0.107
C2 -0.466 0.946 -1.650  -0.148
C3 -1.473 1.202 -2.450  0.081
N2 -0.220 -0.419 -1.169  0.174
H6 0.189 1.683 -1.216  0.119
H7 -1.660 2.206 -2.800  0.088
H8 -2.152 0.421 -2.771  0.086
H9 -0.951 -1.058 -1.481  0.165
H10 0.672 -0.787 -1.510  0.175
H11 -0.207 -0.490 -0.110  0.099

***

Model x:
Below is a cluster of 2 separate species, C3H11N2O in total, with properties calculated with ωB97M-V/def2-TZVPD.

Gap between HOMO and LUMO ... 12.07 eV
LUMO energy ... -2.82 eV
Total charge ... +1
HOMO level ... -0.547 Eh

Each line ends with the Löwdin charge.
Positions of all 17 atoms, in Å:
C1 1.680 0.298 -0.523  0.034
C2 -0.350 0.421 -1.877  0.070
C3 -1.494 -0.738 2.478  -0.012
N1 0.345 0.917 -0.633  -0.187
N2 -0.640 -1.221 1.739  0.049
O1 -0.584 0.842 0.456  -0.054
H1 2.347 0.864 -1.064  0.090
H2 2.020 0.084 0.487  0.121
H3 1.768 -0.646 -0.904  0.074
H4 -1.254 0.867 -1.684  0.076
H5 0.238 0.905 -2.696  0.137
H6 -0.337 -0.661 -1.807  0.117
H7 -1.608 -1.161 3.392  0.070
H8 -2.166 -0.009 2.117  0.097
H9 -0.625 -0.082 0.951  -0.020
H10 0.363 1.913 -0.667  0.176
H11 -0.076 -2.072 2.108  0.163

***

Model y:
Below is a cluster of 2 separate species, C3H11N2O in total, with properties calculated with ωB97M-V/def2-TZVPD.

Gap between HOMO and LUMO ... 11.85 eV
LUMO energy ... -3.03 eV
Total charge ... +1
HOMO level ... -0.547 Eh

Each line ends with the Löwdin charge.
Positions of all 17 atoms, in Å:
C1 -0.928 -1.234 -0.813  -0.045
C2 1.299 -1.532 0.302  -0.004
C3 0.033 2.967 0.840  -0.259
N1 0.061 1.929 0.122  0.046
N2 -0.062 -0.854 0.318  -0.112
O1 -0.346 4.217 0.368  0.069
H1 -0.534 -0.651 -1.669  0.104
H2 -0.727 -2.286 -1.178  0.119
H3 -2.000 -1.134 -0.775  0.094
H4 1.743 -1.556 -0.669  0.087
H5 1.825 -0.924 1.052  0.103
H6 1.127 -2.619 0.669  0.137
H7 0.571 2.924 1.831  0.158
H8 0.052 0.219 0.318  0.071
H9 -0.412 1.973 -0.890  0.144
H10 -0.413 -0.932 1.343  0.213
H11 -0.751 4.226 -0.465  0.075

***

Most stable one: model w, least stable one: model x.

***

Model w:
Below is the molecule C9H8N2, with properties calculated with ωB97M-V/def2-TZVPD.

Gap between HOMO and LUMO ... 8.43 eV
LUMO energy ... 0.68 eV
SMILES ... c1ccc(-c2ccc[nH]2)nc1
HOMO level ... -0.285 Eh

Each line ends with the Löwdin charge.
Positions of all 19 atoms, in Å:
C1 -1.089 2.001 2.272  -0.026
C2 -1.262 0.668 2.382  -0.088
C3 -0.829 -0.241 1.465  0.033
C4 0.044 0.279 0.405  -0.166
C5 0.490 -0.541 -0.662  -0.253
C6 1.064 -1.843 -0.628  -0.029
C7 1.213 -2.222 -1.982  -0.107
C8 0.710 -1.156 -2.798  -0.132
N1 0.300 -0.216 -1.954  0.053
N2 0.127 1.647 0.224  0.089
C9 -0.251 2.436 1.199  -0.118
H1 -1.241 2.580 2.982  0.020
H2 -1.881 0.402 3.081  0.059
H3 -0.930 -1.259 1.570  0.083
H4 1.334 -2.329 0.274  0.090
H5 1.543 -3.182 -2.455  0.098
H6 0.510 -1.051 -4.065  0.185
H7 -0.002 0.610 -2.277  0.105
H8 0.148 3.416 0.966  0.104

***

Model x:
Below is a structure of composition C9H8N2, with properties calculated with ωB97M-V/def2-TZVPD.

Gap between HOMO and LUMO ... 8.56 eV
LUMO energy ... 0.45 eV
HOMO level ... -0.298 Eh

Each line ends with the Löwdin charge.
Positions of all 19 atoms, in Å:
C1 -1.370 -1.121 1.234  -0.456
C2 -0.035 -1.634 1.374  -0.099
C3 0.988 -0.933 1.006  -0.086
C4 1.050 0.079 -0.032  -0.173
C5 1.966 0.487 -0.988  -0.149
C6 0.625 1.969 -2.054  -0.170
C7 -0.495 1.573 -1.321  -0.016
C8 -0.255 0.744 -0.166  -0.056
C9 -1.482 -0.089 0.365  0.021
H1 -3.491 -1.798 2.029  0.250
H2 -1.514 -2.094 2.885  0.146
H3 0.241 -2.609 2.010  0.163
H4 2.024 -1.424 0.771  0.143
H5 3.061 0.178 -0.672  0.148
H6 0.536 2.515 -3.068  0.134
H7 -1.391 1.868 -1.680  0.062
H8 -2.534 0.137 0.089  0.107
N1 -2.187 -1.889 1.997  0.002
N2 1.775 1.428 -1.837  0.032

***

Most stable one: model w, least stable one: model x.

***

Model w:
Below is a cluster of 2 separate species, C3H10N3 in total, with properties calculated with ωB97M-V/def2-TZVPD.

Gap between HOMO and LUMO (alpha / beta) ... 6.57 / 6.54 eV
LUMO energy (alpha / beta) ... -4.86 / -4.87 eV
Total charge ... +1
HOMO level (alpha / beta) ... -0.420 / -0.419 Eh

Each line ends with the Löwdin charge.
Positions of all 16 atoms, in Å:
C1 0.418 0.508 -1.082  -0.078
C2 -1.873 0.786 0.275  0.073
C3 1.217 -1.443 -0.128  0.051
N1 1.119 -0.072 -0.169  -0.361
N2 1.730 0.676 0.848  0.101
N3 -2.010 -0.502 0.503  0.122
H1 -0.082 0.144 -1.898  0.063
H2 0.446 1.643 -1.088  0.114
H3 -1.083 1.410 0.700  0.096
H4 -2.402 1.157 -0.590  0.108
H5 0.711 -1.870 -0.999  0.080
H6 1.358 -1.925 0.781  0.042
H7 2.257 1.495 0.391  0.159
H8 2.248 0.043 1.494  0.127
H9 -1.524 -0.995 1.226  0.116
H10 -2.528 -1.055 -0.265  0.189

***

Model x:
Below is the ion C3H10N3 with charge +1, with properties calculated with ωB97M-V/def2-TZVPD.

Gap between HOMO and LUMO ... 9.51 eV
LUMO energy ... -3.93 eV
Total charge ... +1
SMILES ... CN1N[C@]1(C)[NH3+]
HOMO level ... -0.494 Eh

Each line ends with the Löwdin charge.
Positions of all 16 atoms, in Å:
C1 -0.775 1.026 1.759  -0.057
N1 -0.993 0.188 0.626  -0.075
N2 -0.643 -1.213 0.572  0.124
C2 -0.102 -0.298 -0.359  -0.468
C3 -0.483 -0.331 -1.812  0.009
N3 1.504 -0.161 -0.418  0.267
H1 -1.617 0.844 2.430  0.103
H2 0.164 0.856 2.303  0.084
H3 -0.837 2.060 1.418  0.100
H4 -0.019 -1.529 1.319  0.120
H5 0.060 -1.121 -2.328  0.094
H6 -1.545 -0.531 -1.908  0.106
H7 -0.267 0.624 -2.286  0.095
H8 1.923 0.021 0.508  0.165
H9 1.754 0.610 -1.047  0.164
H10 1.878 -1.045 -0.779  0.168

***

Most stable one: model x, least stable one: model w.

***

Model w:
Below is the ion C3H10N3 with charge +1, with properties calculated with ωB97M-V/def2-TZVPD.

Gap between HOMO and LUMO ... 9.19 eV
LUMO energy ... -3.96 eV
Total charge ... +1
SMILES ... CN/C=[N+](/C)N
HOMO level ... -0.483 Eh

Each line ends with the Löwdin charge.
Positions of all 16 atoms, in Å:
C1 0.431 -2.439 -1.265  0.033
N1 -0.053 -1.106 -0.900  0.028
C2 0.415 -0.448 0.109  0.065
N2 -0.279 0.877 0.581  -0.183
C3 0.438 1.702 1.480  -0.062
N3 -1.277 1.377 -0.274  0.064
H1 0.782 -2.377 -2.196  0.059
H2 -0.459 -3.006 -1.231  0.103
H3 1.314 -2.575 -0.649  0.115
H4 -0.722 -0.531 -1.385  0.144
H5 1.116 -0.684 0.933  0.168
H6 0.710 1.330 2.477  0.119
H7 1.315 2.094 1.057  0.088
H8 -0.046 2.545 1.638  0.045
H9 -2.181 0.896 -0.240  0.114
H10 -1.503 2.346 -0.136  0.102

***

Model x:
Below is the ion C3H10N3 with charge +1, with properties calculated with ωB97M-V/def2-TZVPD.

Gap between HOMO and LUMO ... 10.83 eV
LUMO energy ... -3.71 eV
Total charge ... +1
SMILES ... CC/C(N)=N/[NH3+]
HOMO level ... -0.534 Eh

Each line ends with the Löwdin charge.
Positions of all 16 atoms, in Å:
C1 2.228 0.102 -0.311  -0.082
C2 1.084 0.911 0.235  -0.139
C3 -0.249 0.024 0.186  -0.344
N1 -0.116 -1.305 0.482  0.199
N2 -1.294 0.714 -0.066  0.032
N3 -2.605 0.138 -0.228  0.161
H1 1.831 -0.473 -1.108  0.077
H2 2.954 0.839 -0.636  0.100
H3 2.512 -0.484 0.545  0.081
H4 1.194 1.197 1.225  0.099
H5 0.876 1.743 -0.404  0.108
H6 0.882 -1.399 0.556  0.078
H7 -0.508 -2.168 0.444  0.082
H8 -3.036 -0.310 0.649  0.212
H9 -2.624 -0.465 -1.095  0.196
H10 -3.128 0.936 -0.474  0.139

***

Model y:
Below is a structure of composition C3H10N3, with properties calculated with ωB97M-V/def2-TZVPD.

Gap between HOMO and LUMO ... 9.61 eV
LUMO energy ... -3.22 eV
Total charge ... +1
HOMO level ... -0.471 Eh

Each line ends with the Löwdin charge.
Positions of all 16 atoms, in Å:
C1 -0.014 0.303 -1.174  0.021
C2 -0.942 0.583 1.480  -0.269
C3 1.609 -1.402 -1.848  -0.015
N1 -2.136 0.702 1.914  0.120
N2 0.189 0.819 2.260  0.114
N3 0.552 -0.372 -2.088  -0.087
H1 -0.826 0.987 -1.556  0.097
H2 -0.365 0.127 0.239  0.087
H3 1.646 -1.460 -0.715  0.113
H4 1.287 -2.301 -2.335  0.086
H5 2.548 -1.123 -2.265  0.081
H6 -2.942 0.501 1.289  0.146
H7 0.154 0.998 3.235  0.091
H8 1.068 0.783 1.744  0.100
H9 0.436 -0.215 -3.083  0.152
H10 -2.263 1.071 2.903  0.162

***

Most stable one: model x, least stable one: model w.

***

Model w:
Below is a structure of composition C7H8N2, with properties calculated with ωB97M-V/def2-TZVPD.

Gap between HOMO and LUMO ... 10.29 eV
LUMO energy ... 0.52 eV
HOMO level ... -0.359 Eh

Each line ends with the Löwdin charge.
Positions of all 17 atoms, in Å:
C1 -0.906 -1.467 -0.795  -0.102
C2 -0.023 -0.818 0.126  -0.402
C3 -0.296 0.170 1.350  -0.230
C4 0.625 0.461 -0.293  -0.449
C5 -0.318 1.677 -0.272  -0.041
C6 -1.089 1.330 0.674  -0.044
C7 1.755 0.616 -1.284  -0.114
H1 -1.271 -0.774 -1.922  0.172
H2 -2.024 -1.942 -0.226  0.145
H3 0.032 -2.574 -1.121  0.190
H4 0.787 -1.277 0.700  0.123
H5 -0.483 -0.155 2.390  0.146
H6 1.725 -0.155 1.549  0.147
H7 -0.234 2.230 -1.253  0.140
H8 -2.090 1.555 1.173  0.136
N1 1.100 0.650 1.147  0.040
N2 2.711 0.474 -1.942  0.143

***

Model x:
Below is a cluster of 2 separate species, C7H8N2 in total, with properties calculated with ωB97M-V/def2-TZVPD.

Gap between HOMO and LUMO (alpha / beta) ... 6.95 / 7.24 eV
LUMO energy (alpha / beta) ... -0.69 / -0.39 eV
HOMO level (alpha / beta) ... -0.281 / -0.281 Eh

Each line ends with the Löwdin charge.
Positions of all 17 atoms, in Å:
C1 1.033 0.462 0.581  -0.022
C2 1.416 0.281 -0.804  -0.199
C3 0.506 -0.830 1.068  -0.421
C4 0.004 -1.383 2.158  0.047
C5 -1.287 1.117 -0.006  -0.029
C6 -1.298 1.103 -1.387  -0.198
C7 -0.712 0.980 -2.478  0.106
N1 0.256 -1.359 -0.135  -0.032
N2 0.719 -0.716 -1.299  0.029
H1 1.213 1.397 1.030  0.083
H2 2.040 1.050 -1.333  0.129
H3 -0.630 -2.281 2.219  0.072
H4 0.313 -0.928 3.075  0.048
H5 -2.053 0.577 0.580  0.083
H6 -0.864 1.993 0.479  0.061
H7 0.212 -2.479 -0.235  0.217
H8 -0.868 1.015 -3.514  0.024

***

Model y:
Below is a structure of composition C7H8N2, with properties calculated with ωB97M-V/def2-TZVPD.

Gap between HOMO and LUMO ... 7.81 eV
LUMO energy ... -0.30 eV
HOMO level ... -0.298 Eh

Each line ends with the Löwdin charge.
Positions of all 17 atoms, in Å:
C1 1.591 -0.400 0.508  -0.221
C2 1.528 1.184 0.394  -0.111
C3 0.445 1.866 -0.117  -0.141
C4 -0.876 1.379 -0.574  -0.099
C5 -1.883 0.527 -0.076  -0.111
C6 -1.567 -0.593 0.723  -0.181
C7 1.182 -1.089 -0.743  -0.232
H1 2.812 -0.703 0.975  0.172
H2 0.513 -0.638 1.313  0.183
H3 2.488 1.729 0.823  0.123
H4 0.322 3.020 0.048  0.129
H5 -1.465 2.132 -1.104  0.083
H6 -3.028 0.349 -0.429  0.157
H7 -2.210 -0.829 1.663  0.144
H8 2.221 -1.511 -1.376  0.177
N1 -0.592 -1.443 0.396  -0.082
N2 -0.006 -1.526 -0.768  0.010

***

Model z:
Below is a structure of composition C7H8N2, with properties calculated with ωB97M-V/def2-TZVPD.

Gap between HOMO and LUMO (alpha / beta) ... 8.01 / 8.01 eV
LUMO energy (alpha / beta) ... 0.15 / 0.15 eV
HOMO level (alpha / beta) ... -0.289 / -0.289 Eh

Each line ends with the Löwdin charge.
Positions of all 17 atoms, in Å:
C1 1.329 -0.789 0.478  -0.076
C2 0.747 0.488 0.520  -0.203
C3 -2.097 -0.473 -1.547  -0.043
C4 -0.360 0.683 -0.447  -0.133
C5 -1.599 -0.322 -0.182  -0.172
C6 -0.553 -0.604 -1.165  -0.110
C7 1.399 1.511 1.410  -0.048
N1 0.770 -1.769 -0.318  -0.184
N2 1.085 -2.875 -0.549  0.152
H1 2.072 -1.026 1.254  0.124
H2 -2.766 -1.305 -1.839  0.106
H3 -2.244 0.358 -2.225  0.082
H4 -0.792 1.608 -0.723  0.118
H5 -1.782 -0.915 0.674  0.119
H6 0.772 2.408 1.676  0.100
H7 2.027 1.950 0.697  0.059
H8 1.992 1.072 2.284  0.110

***

Most stable one: model z, least stable one: model w.